[1]
{
  "formula": "C28H27AsIrNO2Te",
  "method": "ωB97M-V/def2-TZVPD",
  "species": ["Ir", "Te", "As", "O", "O", "N", "C", "C", "C", "C", "C", "C", "C", "C", "C", "C", "C", "C", "C", "C", "C", "C", "C", "C", "C", "C", "C", "C", "C", "C", "C", "C", "C", "C", "H", "H", "H", "H", "H", "H", "H", "H", "H", "H", "H", "H", "H", "H", "H", "H", "H", "H", "H", "H", "H", "H", "H", "H", "H", "H", "H"],
  "xyz": [[0.61587, 0.80351, -1.24017], [-1.86535, 3.17263, -0.16456], [0.53864, -1.59996, -1.03487], [0.79945, 2.74173, -0.87276], [1.99872, 4.60861, -0.70496], [2.91244, 1.13779, -1.13681], [-1.43395, 4.56761, 3.85622], [-0.59688, -2.50978, -4.94833], [-0.78592, -1.34540, 1.48382], [-1.55092, -3.07280, -2.38928], [1.96624, 3.42866, -0.86084], [2.30333, -2.36497, -1.04641], [-0.41072, -2.29378, -2.56072], [-1.85892, 4.10525, 2.61416], [-2.30894, 5.27781, 4.65938], [-4.03542, 5.05679, 3.00004], [4.84282, -3.48025, -1.12723], [3.13496, -2.12972, -2.14216], [0.04577, -1.97937, -3.84147], [3.21546, 2.58092, -1.03206], [-1.55941, -3.16700, 2.83888], [4.39957, -2.69498, -2.18524], [-3.16067, 4.33507, 2.19362], [-0.32836, -2.25270, 0.53273], [2.76068, -3.11998, 0.02744], [-1.10375, -4.07391, 1.89008], [-0.89105, 3.41225, 1.68599], [-1.71094, -3.32105, -4.77843], [-2.19089, -3.59292, -3.50567], [-0.48362, -3.62269, 0.73527], [4.03184, -3.68099, -0.02154], [-3.60780, 5.52391, 4.23055], [-3.60612, 3.80622, 0.85388], [-1.40108, -1.80280, 2.63983], [3.72796, 2.93658, -1.92418], [-0.12086, -4.33324, 0.00244], [-4.16171, 4.53228, 0.26021], [-2.21591, -3.72943, -5.64340], [2.79853, -1.52317, -2.97578], [-0.57129, 2.42646, 2.03757], [-1.93956, -3.28186, -1.40255], [3.24024, 0.62514, -0.32437], [-1.97429, 5.65623, 5.61556], [-0.41729, 4.39050, 4.18503], [-0.65744, -0.27865, 1.32293], [-4.22726, 2.90674, 0.93141], [-1.75246, -1.10205, 3.38547], [-1.22921, -5.13608, 2.05186], [5.82556, -3.93063, -1.16565], [3.35287, 0.70950, -1.94477], [0.00880, 4.00005, 1.49201], [-3.06859, -4.21211, -3.37755], [5.03617, -2.53137, -3.04473], [-0.23165, -2.28773, -5.94188], [0.89846, -1.32794, -3.98698], [-4.28728, 6.08563, 4.85673], [2.14087, -3.27440, 0.90011], [4.38375, -4.27961, 0.80800], [-5.04913, 5.24486, 2.66882], [-2.03793, -3.52687, 3.73983], [3.85360, 2.78748, -0.17451]],
  "forces_ev_per_a": [[0.561, 0.128, -0.350], [-0.335, 0.138, 0.089], [-0.009, -0.565, 0.066], [-0.045, 0.280, 0.212], [-0.027, 0.007, 0.035], [-0.159, -0.044, -0.056], [0.004, 0.013, 0.002], [-0.009, 0.035, 0.008], [-0.008, -0.049, -0.029], [0.049, -0.009, -0.051], [-0.185, -0.135, -0.002], [0.106, 0.105, 0.026], [-0.085, 0.126, -0.077], [0.158, -0.021, -0.043], [0.024, -0.020, 0.013], [-0.039, -0.068, 0.051], [0.014, 0.011, -0.006], [0.002, -0.033, 0.021], [-0.016, -0.078, 0.041], [-0.077, -0.001, 0.026], [-0.004, 0.012, 0.011], [-0.001, 0.016, 0.007], [-0.101, 0.051, -0.108], [-0.058, 0.097, 0.097], [0.047, 0.005, -0.028], [0.004, -0.021, -0.005], [0.114, 0.132, 0.195], [-0.008, 0.008, -0.016], [-0.029, 0.020, 0.016], [0.008, 0.034, 0.033], [-0.017, 0.010, 0.021], [-0.039, -0.002, -0.019], [-0.123, 0.093, 0.079], [0.000, -0.009, -0.010], [0.044, -0.035, 0.008], [-0.005, -0.018, -0.001], [0.050, 0.004, -0.053], [0.014, -0.017, 0.004], [-0.014, -0.057, -0.039], [-0.028, -0.026, -0.051], [0.001, -0.025, 0.008], [0.044, -0.055, -0.033], [-0.004, -0.022, 0.003], [-0.001, 0.020, -0.012], [0.007, 0.012, 0.023], [-0.008, 0.001, 0.005], [-0.002, -0.001, -0.008], [0.003, 0.006, -0.001], [-0.003, 0.007, 0.003], [0.083, -0.002, 0.030], [-0.002, -0.007, -0.048], [0.003, 0.004, -0.001], [-0.004, -0.001, 0.004], [-0.014, 0.019, 0.003], [0.032, -0.032, -0.018], [0.005, 0.006, -0.007], [-0.015, -0.042, -0.004], [-0.002, 0.006, -0.004], [0.014, 0.016, -0.002], [0.002, -0.001, -0.007], [0.086, -0.024, -0.051]],
  "mulliken_spin": [2.58, 0.98, 0.02, 0.21, 0.03, 0.16, 0.01, -0.01, -0.04, 0.01, 0.00, 0.01, 0.05, -0.02, 0.00, 0.01, 0.00, 0.00, -0.01, -0.01, 0.00, 0.00, 0.00, -0.04, 0.00, 0.00, -0.03, 0.01, 0.00, 0.00, 0.00, 0.00, -0.04, 0.02, 0.00, 0.00, 0.01, 0.00, 0.00, 0.01, 0.00, -0.01, 0.00, 0.00, 0.07, 0.04, 0.00, 0.00, 0.00, -0.02, 0.01, 0.00, 0.00, 0.00, -0.02, 0.00, 0.00, 0.00, 0.00, 0.00, 0.01],
  "multiplicity": 5,
  "homo_ev": [-14.293, -14.287],
  "total_charge": 2,
  "s2": 6.015,
  "homo_lumo_gap_ev": [8.74, 5.30]
}

=====

[2]
{
  "formula": "C28H27ClN6O5S2",
  "method": "ωB97M-V/def2-TZVPD",
  "species": ["Cl", "S", "S", "O", "O", "O", "O", "O", "N", "N", "N", "N", "N", "N", "C", "C", "C", "C", "C", "C", "C", "C", "C", "C", "C", "C", "C", "C", "C", "C", "C", "C", "C", "C", "C", "C", "C", "C", "C", "C", "C", "C", "H", "H", "H", "H", "H", "H", "H", "H", "H", "H", "H", "H", "H", "H", "H", "H", "H", "H", "H", "H", "H", "H", "H", "H", "H", "H", "H"],
  "xyz": [[8.19078, -1.41932, -2.14724], [0.27571, 0.48821, -5.16268], [0.96870, -2.95869, -0.33890], [1.30840, 4.29431, -2.94230], [2.04844, 3.50148, -4.92497], [-2.40391, -2.88884, 6.20073], [-4.42013, -0.24813, 3.48203], [-0.82641, 3.94046, -0.92796], [1.51580, -1.33164, -2.93439], [0.15230, -1.22022, -3.03865], [-2.14876, -1.66154, 4.37636], [-3.26522, 1.67343, 3.26848], [-2.00383, -1.53463, -2.74064], [-1.84036, -0.67646, -3.80102], [-2.46030, -0.54444, 6.55637], [4.22710, -1.91976, -2.64209], [1.86318, 0.74895, -4.24830], [-0.81616, -1.86096, -2.28281], [-1.95857, 1.88430, -0.47499], [-2.34476, -1.78265, 5.68784], [-3.34688, 0.34711, 3.44824], [-0.93986, 2.81254, -0.18076], [1.67697, 1.88705, -3.21143], [3.80004, -0.71504, -3.24301], [-1.19847, 0.46250, 1.35428], [1.67426, 3.30198, -3.78354], [-0.55484, -0.49904, -3.96993], [0.28253, -4.13145, 0.77277], [-0.17918, 1.38956, 1.65221], [6.52165, -1.15414, -2.58032], [-0.58672, -2.76160, -1.14381], [2.35247, -0.49283, -3.51049], [6.12814, 0.03523, -3.19566], [-2.08562, 0.71009, 0.28938], [-0.04511, 2.56277, 0.88275], [-2.01692, -0.42003, 3.60356], [-1.55670, -3.55169, -0.57068], [-1.39994, -0.75425, 2.23634], [-4.40575, 2.57077, 3.08665], [5.56735, -2.13325, -2.31333], [4.78513, 0.25678, -3.52580], [-1.05141, -4.34785, 0.53840], [2.61544, 1.03049, -4.98961], [1.35591, 5.09934, -3.48470], [-2.58911, -3.58022, -0.91392], [-2.15724, -2.52849, 3.86448], [0.08570, 4.16984, -1.12576], [0.72923, 3.27963, 1.11015], [-2.63945, 2.08136, -1.29029], [-1.56156, 0.05972, 6.46009], [5.87250, -3.06382, -1.84444], [0.49959, 1.20246, 2.47338], [-1.32076, 0.23578, 4.12506], [0.73944, 1.73472, -2.66886], [-2.87910, 0.00792, 0.06553], [-0.43525, -1.24148, 2.38682], [-4.40346, 2.96458, 2.06893], [0.85429, -4.62558, 1.55234], [-2.04953, -1.46428, 1.72169], [-2.57500, -0.85766, 7.59342], [-3.33907, 0.02462, 6.25798], [-4.34317, 3.40055, 3.79193], [2.48368, 1.84941, -2.47509], [-2.34407, 2.06992, 3.16252], [4.53540, 1.20649, -3.98834], [-5.34492, 2.03816, 3.25327], [6.87639, 0.79262, -3.40972], [3.51648, -2.70967, -2.41220], [-1.66550, -5.03545, 1.11464]],
  "forces_ev_per_a": [[-0.421, 0.097, -0.140], [0.341, -0.337, 0.041], [-1.075, -0.642, 0.290], [0.105, -0.485, -0.378], [-0.538, 0.316, 1.193], [-0.082, -0.190, -0.023], [0.601, 0.199, 0.033], [-0.566, 0.268, -0.402], [1.474, 0.438, -0.180], [0.355, 0.718, -0.559], [0.239, 1.251, -1.829], [0.292, 0.659, 0.188], [0.706, -0.127, 0.221], [0.540, 0.262, -0.309], [-0.047, -0.190, -0.321], [0.341, 0.195, 0.008], [-0.215, 0.311, 0.440], [-0.002, -0.191, 0.172], [0.486, -0.131, 0.603], [-0.155, -0.490, 1.780], [-1.270, -1.068, 0.004], [0.395, -1.044, 0.723], [-0.229, 0.359, 0.368], [0.566, -0.201, 0.071], [-0.122, 0.187, -0.018], [0.832, -0.915, -1.632], [-0.105, 0.191, 0.314], [-0.619, 0.303, -0.463], [-0.713, 0.309, -1.098], [-0.488, 0.223, -0.206], [0.141, -0.230, 0.269], [-2.420, -0.947, 0.926], [-0.082, -0.089, 0.057], [0.844, 0.988, 0.195], [-0.775, -0.841, -0.063], [0.107, -0.234, 0.356], [0.646, -0.302, 0.605], [0.034, 0.205, -0.326], [0.116, -0.281, -0.089], [-0.235, 0.106, -0.081], [0.002, -0.542, 0.262], [0.246, 0.834, -0.797], [-0.366, 0.069, -0.069], [-0.015, 0.076, 0.157], [0.319, 0.074, 0.005], [-0.053, -0.061, -0.015], [0.141, -0.100, 0.119], [0.096, 0.112, 0.004], [0.013, 0.044, -0.088], [0.008, 0.254, -0.007], [-0.075, 0.125, -0.078], [0.071, -0.025, 0.040], [0.130, 0.106, 0.117], [0.083, -0.060, 0.131], [0.040, -0.025, -0.016], [-0.026, -0.113, 0.156], [-0.055, 0.031, 0.016], [0.142, 0.292, -0.293], [-0.032, -0.060, -0.009], [0.046, -0.055, -0.193], [0.034, 0.219, -0.041], [0.021, -0.034, -0.031], [0.018, 0.019, 0.128], [-0.072, 0.035, -0.010], [-0.060, -0.113, 0.016], [0.327, -0.088, 0.003], [-0.153, -0.084, 0.013], [0.002, 0.271, -0.116], [0.170, 0.151, -0.142]],
  "lowdin_charge": [0.67, 1.05, 0.99, 0.11, 0.10, 0.03, 0.06, 0.03, 0.15, -0.03, 0.11, 0.03, 0.08, 0.03, 0.01, -0.01, -0.47, -0.30, 0.01, -0.55, -0.47, -0.33, -0.10, -0.15, -0.24, -0.49, -0.61, -0.40, -0.04, -0.65, -0.45, -0.19, -0.09, -0.02, -0.01, -0.21, -0.11, -0.10, -0.04, -0.09, -0.02, -0.18, 0.10, 0.14, 0.12, 0.15, 0.07, 0.11, 0.12, 0.08, 0.11, 0.11, 0.14, 0.12, 0.12, 0.12, 0.08, 0.07, 0.12, 0.09, 0.08, 0.08, 0.13, 0.12, 0.11, 0.09, 0.11, 0.10, 0.10],
  "smiles": "O=C(O)C[C@@H]1Sc2nnc(-c3cccs3)n2N=C1c1ccc(Cl)cc1.CNC(=O)[C@H](Cc1ccc(O)cc1)NC(C)=O",
  "homo_ev": -8.538,
  "homo_lumo_gap_ev": 7.62
}

=====

In order of appearance, energy = -3895.86443, -3044.52050 Eh.